{"formula": "C3H15N2O2", "method": "ωB97M-V with the def2-TZVPD basis set", "homo_lumo_gap_ev": [3.05, 10.57], "max_force_ev_per_a": 2.318, "mol_weight_g_mol": 111.165, "lumo_ev": [0.5, 0.3], "multiplicity": 2, "total_energy_ha": -383.15319, "relative_energy_kcal_mol": 0.0, "species": ["C", "C", "C", "N", "N", "H", "H", "H", "H", "H", "H", "H", "H", "H", "H", "H", "H", "H", "O", "H", "H", "O"], "positions_angstrom": [[1.9033, -0.4919, -0.8205], [1.0234, 0.5883, -1.4552], [-0.3767, 0.7881, -0.9068], [-0.5849, 0.6431, 0.5517], [0.9564, -1.6071, -0.4327], [2.2790, -0.1210, 0.1286], [2.6960, -0.8487, -1.4767], [1.5625, 1.5514, -1.3961], [0.8854, 0.5090, -2.5311], [-0.6272, 1.8301, -1.1464], [-1.0558, 0.1294, -1.4449], [-1.5715, 0.7005, 0.8382], [0.0370, 1.2154, 1.1445], [-0.3975, -0.3591, 0.7193], [1.4434, -2.1039, 0.3197], [0.9283, -2.3451, -1.1407], [-4.6150, 0.1772, -0.0764], [-3.6223, -1.0317, -0.2148], [-3.7181, -0.1409, 0.1219], [1.6668, 0.0159, 2.7791], [0.4645, 0.6570, 3.6377], [0.7230, 0.2440, 2.8018]], "atomic_forces_ev_per_a": [[-2.2, -0.7, -0.2], [1.2, 1.1, 0.1], [-0.4, 1.2, -0.8], [-0.3, -1.5, -0.6], [1.3, -0.7, 0.2], [0.4, 0.2, 0.0], [0.1, 0.3, 0.1], [-0.1, -0.2, 0.3], [0.0, -0.6, -0.2], [-0.3, -0.3, 0.0], [-0.2, 0.0, 0.4], [-0.1, 0.7, -0.2], [0.0, -0.1, 0.2], [0.7, 0.1, 0.4], [-0.3, 0.1, 0.2], [-0.2, 0.5, -0.2], [0.5, -0.4, 0.0], [-0.3, -0.3, -0.2], [0.0, 0.7, 0.2], [0.2, 0.2, 0.5], [0.5, 0.0, 0.3], [-0.6, -0.2, -0.5]], "mulliken_spin": [0.748, -0.073, 0.606, 0.689, 0.092, -0.290, -0.031, -0.160, -0.059, -0.138, 0.048, -0.277, -0.277, -0.110, -0.116, -0.038, -0.032, -0.015, 0.094, -0.076, -0.206, 0.622]}